# C24H32BF4N3O8

A 3-piece molecular cluster, C24H32BF4N3O8 overall in a non-equilibrium geometry (the ωB97M-V functional and the def2-TZVPD basis, the OMol25 dataset).

Each line ends with the Löwdin charge.
Cartesian coordinates (Å):
F -2.220 -4.094 -0.127  0.131
F -1.372 -1.989 -2.605  0.096
F -0.328 -3.487 -0.994  0.089
F -2.212 -0.828 -0.982  0.048
O -0.961 4.048 0.989  0.118
O -5.083 0.338 0.800  -0.063
O 2.498 -1.389 -3.865  0.012
O 4.294 -0.263 0.887  0.171
O -2.611 3.001 -0.125  0.015
O 2.621 -0.717 -0.654  -0.004
O -3.132 -2.579 1.917  -0.022
O 4.112 -0.801 -5.315  0.118
N 0.196 -1.702 0.755  0.244
N -1.552 -1.399 3.046  0.248
N 3.502 1.090 3.105  -0.014
C 0.163 -0.141 4.091  -0.005
C -2.152 3.733 -2.313  -0.152
C -4.303 0.061 3.075  -0.023
C 3.574 -3.146 -5.005  -0.075
C 1.360 0.463 4.126  -0.012
C -1.466 3.728 -0.047  -0.482
C -4.008 -0.254 1.572  -0.380
C -1.862 -2.027 1.955  -0.268
C -2.896 2.688 -1.501  -0.157
C 1.969 -2.624 -3.346  -0.152
C -2.153 -2.094 -1.518  -0.255
C -4.074 -1.749 1.231  -0.134
C 0.571 -0.988 1.858  -0.119
C 2.515 0.473 -1.453  -0.056
C -1.479 -3.008 -0.425  -0.362
C 3.192 2.555 3.107  -0.240
C -0.298 -0.876 2.959  -0.178
C 2.438 3.002 1.841  -0.075
C -0.935 4.010 -1.438  -0.069
C 1.882 -0.348 1.875  0.061
C 2.270 -3.664 -4.411  -0.152
C 3.453 -1.652 -4.790  -0.484
C -1.014 -2.208 0.816  -0.071
C 2.244 0.378 2.986  -0.233
B 2.948 -0.435 0.666  -0.587
H 2.465 -2.841 -2.398  0.129
H 2.466 4.103 1.827  0.082
H -1.906 3.400 -3.320  0.119
H -3.971 2.725 -1.666  0.126
H -5.071 -2.095 1.548  0.147
H 2.261 1.359 -0.850  0.075
H 1.676 0.293 -2.145  0.084
H 1.489 -3.651 -5.175  0.118
H -4.439 -0.886 3.617  0.081
H -0.497 -0.045 4.955  0.123
H 4.505 -0.509 1.797  0.095
H 3.808 0.891 4.057  0.116
H -3.095 0.250 1.210  0.130
H 4.445 -3.512 -4.458  0.132
H -4.059 -1.855 0.137  0.105
H 2.918 2.657 0.916  0.071
H -0.115 3.320 -1.648  0.128
H -2.542 1.674 -1.704  0.115
H 3.404 0.624 -2.083  0.102
H -3.445 0.609 3.489  0.071
H 2.670 2.878 4.024  0.106
H -5.002 1.291 0.927  0.086
H 2.335 -4.677 -4.017  0.117
H -0.597 5.039 -1.522  0.127
H -3.183 -2.381 -1.763  0.167
H 0.910 -2.514 -3.168  0.101
H 3.664 -3.381 -6.062  0.124
H 1.650 1.007 5.025  0.120
H -2.758 4.637 -2.397  0.119
H 1.376 2.721 1.869  0.069
H -5.207 0.676 3.137  0.080
H 4.157 3.088 3.096  0.113

Computed properties:
HOMO level = -9.232 eV
Kohn-Sham gap = 0.3181 Ha
Spin multiplicity = 1
SMILES = CCNc1ccc2nc(OC[C@H](C)O)c(C(F)(F)C(F)F)nc2c1B(O)OC.O=C1CCCO1.O=C1CCCO1
Charge = 0
Calculated total energy = -57805.405 eV